(1)
C3H4HgO2 | ωB97M-V/def2-TZVPD

The geometry in ORCA input format:
```
! wB97M-V def2-TZVPD RIJCOSX def2/J DEFGRID3
* xyz -1 2
O 0.77647 0.36835 1.31758
O -0.80681 0.96685 -0.15889
C 0.34090 1.29947 0.46354
C -1.82222 0.13025 0.43224
H -2.25151 -0.35063 -0.47424
Hg 1.55910 0.59855 -1.34402
C -0.49768 -1.14120 1.21710
H -0.57101 -1.17673 2.31559
H 0.25632 -1.76563 0.69077
H -1.29220 -1.87202 0.98877
*
```

LUMO energy (spin up / spin down) ... 4.0096 / 3.3018 eV
Relative energy (zero: lowest compared OMol25 entry of this formula, charge and spin) ... 94.3 kcal/mol
Electronic energy ... -11438.98390 eV
HOMO (spin up / spin down) ... -2.8 / -3.1 eV
<S²> ... 0.7749
Orbital gap (spin up / spin down) ... 6.766 / 6.362 eV

(2)
C3H4HgO3 | ωB97M-V/def2-TZVPD

The geometry in ORCA input format:
```
! wB97M-V def2-TZVPD RIJCOSX def2/J DEFGRID3
* xyz 2 1
C -0.05101 -1.53946 -0.73240
C 0.97491 -0.91652 -0.11398
O 1.10452 0.45534 -0.03989
C 0.17854 1.25895 0.43459
O -1.06495 0.83947 0.51293
O 0.35910 2.47438 0.50096
H -0.32445 -1.20552 -1.73719
H 1.73565 -1.41197 0.48963
H -0.14369 -2.60884 -0.52824
Hg -1.58223 2.85249 1.09437
H -1.18639 -0.19833 0.11923
*
```

LUMO energy ... -13.5071 eV
Relative energy (zero: lowest compared OMol25 entry of this formula, charge and spin) ... 13.1 kcal/mol
Electronic energy ... -13468.84351 eV
HOMO ... -19.0 eV
Orbital gap ... 5.516 eV

(3)
C3H4HgO4 | ωB97M-V/def2-TZVPD

The geometry in ORCA input format:
```
! wB97M-V def2-TZVPD RIJCOSX def2/J DEFGRID3
* xyz -1 2
C -1.78842 -0.49855 -0.11546
C -0.44194 0.17204 -0.03528
O 0.56153 -0.82439 -0.06356
C 1.84938 -0.42181 -0.00681
O 2.71178 -1.32867 -0.09228
O 2.12283 0.79443 0.09604
O -2.83097 0.13522 -0.08148
Hg 4.23080 0.16299 0.09952
H -1.78742 -1.58254 -0.35620
H -0.38845 0.76735 0.88905
H -0.33538 0.86292 -0.88701
H -3.90375 1.76101 0.55347
*
```

LUMO energy (spin up / spin down) ... 3.2364 / 2.6719 eV
Relative energy (zero: lowest compared OMol25 entry of this formula, charge and spin) ... 45.4 kcal/mol
Electronic energy ... -15538.10783 eV
HOMO (spin up / spin down) ... -2.3 / -2.3 eV
<S²> ... 0.7506
Orbital gap (spin up / spin down) ... 5.559 / 4.994 eV